{"formula": "H32O20SV", "method": "the ωB97M-V functional and the def2-TZVPD basis", "multiplicity": 4, "total_energy_ha": -2866.18041, "gap_ev": [6.571, 6.477], "homo_ev": [-9.1, -9.1], "lumo_ev": [-2.5469, -2.6416], "symbols": ["V", "S", "O", "O", "O", "O", "O", "H", "H", "O", "H", "H", "O", "H", "H", "O", "H", "H", "O", "H", "H", "O", "H", "H", "O", "H", "H", "O", "H", "H", "O", "H", "H", "O", "H", "H", "O", "H", "H", "O", "H", "H", "O", "H", "H", "O", "H", "H", "O", "H", "H", "O", "H", "H"], "coordinates": [[0.07, -2.35, 2.57], [0.36, 0.12, 0.25], [1.37, -0.41, -0.63], [0.96, 1.18, 1.06], [-0.79, 0.58, -0.48], [0.00, -0.96, 1.11], [-2.93, -2.12, -1.02], [-3.76, -2.43, -1.36], [-3.03, -1.22, -1.24], [-0.95, 3.00, -0.90], [-1.62, 3.12, -0.23], [-0.95, 1.99, -0.95], [-0.68, -2.31, -2.62], [-0.17, -1.54, -2.78], [-1.44, -2.06, -2.05], [1.62, 2.42, -2.37], [1.49, 1.55, -2.71], [0.79, 2.74, -2.05], [-0.71, 2.60, 2.23], [-0.43, 2.62, 3.14], [-0.06, 2.01, 1.87], [1.44, 3.73, 1.10], [0.54, 3.94, 1.10], [1.39, 2.76, 1.00], [3.89, 0.12, -0.77], [2.99, -0.08, -1.01], [4.11, -0.13, 0.13], [2.47, -2.74, -0.85], [3.43, -2.65, -0.90], [2.05, -1.88, -0.87], [2.09, -2.87, 1.76], [2.53, -3.50, 2.27], [2.38, -3.11, 0.88], [-0.89, -3.43, 0.99], [-1.35, -2.72, 0.54], [-0.61, -4.04, 0.26], [-1.33, 0.77, -2.98], [-1.09, 0.67, -2.06], [-2.13, 0.23, -3.15], [2.99, 1.41, 2.71], [2.13, 1.33, 2.25], [3.18, 2.35, 2.85], [-3.41, 0.57, -0.63], [-3.75, 1.21, -1.20], [-2.40, 0.65, -0.66], [-2.87, 1.11, 2.03], [-2.95, 1.11, 1.10], [-2.15, 1.68, 2.15], [-1.64, -1.19, 3.40], [-2.21, -0.66, 2.82], [-2.25, -1.72, 3.82], [1.27, -0.20, -3.15], [1.84, -0.85, -3.54], [1.18, -0.42, -2.27]]}

{"formula": "H33O16", "method": "the ωB97M-V functional and the def2-TZVPD basis", "charge": 1, "total_energy_ha": -1223.34702, "gap_ev": 10.352, "homo_ev": -13.4, "lumo_ev": -3.0261, "symbols": ["O", "H", "H", "O", "H", "H", "O", "H", "H", "O", "H", "H", "O", "H", "H", "O", "H", "H", "O", "H", "H", "O", "H", "H", "O", "H", "O", "H", "H", "O", "H", "H", "O", "H", "H", "O", "H", "H", "O", "H", "H", "O", "H", "H", "O", "H", "H", "H", "H"], "coordinates": [[-0.64, 4.58, 1.28], [-1.48, 4.66, 0.82], [-0.19, 5.43, 1.20], [-4.36, 2.00, 0.53], [-4.37, 1.06, 0.68], [-4.39, 2.63, 1.26], [0.30, -4.30, -0.04], [-0.14, -5.12, 0.18], [0.70, -4.10, 0.84], [0.21, -1.75, 0.18], [0.51, -2.68, 0.11], [2.01, 1.51, 1.52], [2.64, -0.12, -4.31], [2.38, -0.75, -3.63], [1.74, -0.06, -4.67], [0.60, -0.96, -2.34], [0.62, -1.71, -2.94], [0.41, -1.30, -1.44], [4.12, 2.50, 1.29], [4.19, 3.24, 0.69], [4.67, 1.80, 0.95], [-4.51, -0.55, 2.99], [-0.71, -1.88, 0.58], [-4.91, -1.41, 2.86], [2.42, -4.42, 1.92], [-1.52, 3.93, 3.27], [3.77, -0.28, -0.54], [4.42, 0.06, 0.07], [2.94, -0.30, -0.04], [-1.17, 0.95, -4.72], [-1.64, 1.28, -3.95], [-1.60, 1.38, -5.49], [1.11, 1.28, -1.33], [1.56, 0.67, -1.96], [0.14, 0.90, -1.34], [1.60, 0.74, 0.99], [0.78, 0.46, 1.42], [1.35, 0.83, -0.35], [-1.46, 3.17, 3.85], [-1.29, 2.41, 3.30], [3.29, -4.04, 1.86], [-2.15, -2.20, 1.25], [-2.39, -1.71, 0.45], [-2.84, -2.88, 1.23], [-1.56, 0.49, -1.10], [-2.20, 1.09, -1.49], [-1.80, -0.32, -1.57], [-3.69, -0.90, 3.40], [2.51, -5.32, 2.29]]}

{"formula": "H33O16", "method": "the ωB97M-V functional and the def2-TZVPD basis", "charge": 1, "total_energy_ha": -1223.32314, "gap_ev": 10.205, "homo_ev": -13.1, "lumo_ev": -2.8608, "symbols": ["O", "H", "H", "O", "H", "H", "O", "H", "H", "O", "H", "H", "O", "H", "H", "O", "H", "H", "O", "H", "H", "O", "H", "H", "O", "H", "O", "H", "H", "O", "H", "H", "O", "H", "H", "O", "H", "H", "O", "H", "H", "O", "H", "H", "O", "H", "H", "H", "H"], "coordinates": [[2.45, -1.71, -2.31], [2.83, -1.59, -3.22], [3.11, -2.33, -1.99], [-2.07, 3.07, -1.82], [0.66, -3.07, 4.13], [-2.75, 3.72, -1.50], [-0.19, -3.20, 3.73], [-0.82, -2.66, 4.22], [2.33, 1.16, -4.32], [-0.98, 0.66, 1.68], [-0.65, 1.60, 1.59], [-0.28, -2.03, 0.90], [2.61, -0.72, 4.65], [-0.15, -1.12, -2.51], [3.39, -1.00, 4.21], [-3.18, 1.26, 2.11], [-3.73, 1.19, 2.97], [-3.06, -3.75, 0.57], [-2.09, 3.88, 1.72], [-2.57, 3.17, 2.19], [-2.87, 4.25, 1.27], [4.99, 2.24, -0.37], [-0.23, 0.15, 1.41], [5.40, 2.51, 0.54], [2.65, 1.76, -3.59], [2.18, -0.24, 3.94], [-2.17, -3.99, 0.78], [-0.76, 0.20, -1.73], [-2.03, -4.49, 1.57], [0.10, -0.29, -1.95], [0.43, -0.79, -1.17], [-1.68, 0.21, 0.08], [1.11, -0.06, -5.43], [-3.00, 0.35, 1.85], [-2.62, 1.22, -0.54], [0.25, -1.38, 0.41], [1.19, -1.43, 0.62], [0.51, 0.82, -5.41], [-1.95, 0.56, -0.80], [0.44, -0.71, -5.18], [2.91, 1.03, -3.01], [-0.95, -2.35, -3.06], [-1.88, -2.15, -3.20], [-0.87, -3.20, -2.61], [-0.40, 0.56, 4.10], [-1.23, 0.83, 4.51], [-1.99, 3.29, -2.74], [5.82, 1.80, -0.66], [0.17, 1.05, 4.70]]}

{"formula": "H33O17", "method": "the ωB97M-V functional and the def2-TZVPD basis", "charge": -1, "total_energy_ha": -1298.89141, "gap_ev": 8.446, "homo_ev": -6.5, "lumo_ev": 1.9551, "symbols": ["O", "H", "H", "O", "H", "H", "O", "H", "H", "O", "H", "H", "O", "H", "O", "H", "H", "O", "H", "H", "O", "H", "H", "O", "H", "H", "O", "H", "H", "O", "H", "H", "O", "H", "H", "O", "H", "H", "O", "H", "H", "O", "H", "H", "O", "H", "H", "O", "H", "H"], "coordinates": [[2.29, 2.07, 1.54], [2.25, 2.26, 0.60], [2.88, 1.36, 1.79], [-2.69, -0.30, 2.94], [-1.77, -0.43, 2.71], [-2.99, -0.02, 2.08], [2.24, -3.65, -2.42], [1.47, -3.48, -1.88], [2.91, -2.98, -2.27], [0.55, -3.81, 0.65], [0.14, -3.10, 1.18], [0.79, -4.27, 1.44], [-1.30, 1.90, 2.08], [-0.79, 1.28, 1.46], [-3.50, 3.11, -0.07], [0.32, 1.28, -0.91], [-3.32, 3.98, -0.44], [-2.63, -0.89, -0.25], [0.71, -1.17, 1.93], [-3.11, -0.50, -0.96], [5.14, 1.01, -1.96], [5.13, 1.79, -2.52], [-0.81, 2.68, 1.93], [0.49, -1.80, 2.62], [-1.78, -0.44, -0.15], [-0.24, -1.48, 3.14], [5.69, -1.52, -0.15], [5.67, -2.12, -0.91], [4.78, -1.19, -0.24], [0.07, 0.35, 0.45], [0.94, 0.75, 0.55], [-4.60, 0.82, 1.82], [-3.83, -4.57, -1.08], [-3.01, -4.08, -1.03], [-4.42, -3.98, -0.60], [-5.46, 0.71, 1.42], [-5.49, 0.63, 0.48], [-2.78, 2.98, 0.57], [3.46, 3.73, -2.18], [3.89, 3.08, -1.63], [2.78, 4.15, -1.67], [0.75, 1.80, -1.68], [-0.03, 1.55, -2.21], [5.38, 1.21, -1.05], [-0.91, -2.77, -1.85], [-0.69, -1.88, -1.54], [-1.35, -3.05, -1.04], [-0.61, 4.18, 0.02], [0.28, 4.19, -0.26], [-1.02, 4.07, -0.85]]}

{"formula": "H34O17", "method": "the ωB97M-V functional and the def2-TZVPD basis", "total_energy_ha": -1299.47851, "gap_ev": 10.045, "homo_ev": -10.2, "lumo_ev": -0.1778, "symbols": ["O", "H", "H", "O", "H", "H", "O", "H", "H", "O", "H", "H", "O", "H", "H", "O", "H", "H", "O", "H", "H", "O", "H", "H", "O", "H", "H", "O", "H", "H", "O", "H", "H", "O", "H", "H", "O", "H", "H", "O", "H", "H", "O", "H", "H", "O", "H", "H", "O", "H", "H"], "coordinates": [[3.31, 22.40, -11.20], [3.79, 23.27, -11.11], [4.11, 21.89, -11.33], [-1.09, 24.42, -9.60], [-0.14, 24.44, -9.55], [-1.12, 24.38, -10.54], [0.61, 20.41, -14.72], [0.08, 19.80, -15.28], [0.62, 19.91, -13.88], [2.26, 22.80, -13.66], [2.76, 22.07, -14.05], [2.70, 22.84, -12.85], [3.32, 19.49, -10.99], [4.03, 18.85, -11.19], [2.58, 19.34, -11.49], [-1.34, 21.71, -8.90], [-1.07, 21.65, -8.03], [-1.20, 22.61, -9.19], [1.37, 23.62, -9.14], [1.73, 22.74, -9.25], [1.80, 23.84, -8.31], [-0.44, 23.19, -14.58], [0.51, 23.22, -14.64], [-0.75, 23.91, -15.09], [4.15, 20.63, -13.53], [3.91, 20.21, -12.71], [5.01, 20.35, -13.76], [-0.17, 24.37, -12.10], [0.07, 24.08, -12.94], [0.52, 24.97, -11.78], [0.44, 18.70, -10.41], [-0.38, 19.12, -10.73], [0.74, 19.26, -9.76], [1.59, 18.82, -12.82], [1.08, 18.82, -12.02], [1.71, 17.90, -13.05], [1.65, 20.92, -9.04], [1.35, 21.06, -9.93], [2.45, 20.49, -9.22], [-1.84, 21.10, -13.45], [-0.92, 21.19, -13.74], [-2.28, 21.71, -14.08], [0.70, 21.35, -11.77], [0.13, 22.10, -11.68], [1.27, 21.44, -12.54], [-2.93, 23.56, -11.99], [-2.15, 23.93, -12.28], [-3.36, 24.30, -11.59], [-1.87, 19.78, -10.86], [-1.92, 20.48, -10.22], [-1.86, 20.28, -11.66]]}

{"formula": "H34O17", "method": "the ωB97M-V functional and the def2-TZVPD basis", "total_energy_ha": -1299.46584, "gap_ev": 9.363, "homo_ev": -10.1, "lumo_ev": -0.6996, "symbols": ["O", "H", "H", "O", "H", "H", "O", "H", "H", "O", "H", "H", "O", "H", "H", "O", "H", "H", "O", "H", "H", "O", "H", "H", "O", "H", "H", "O", "H", "H", "O", "H", "H", "O", "H", "H", "O", "H", "H", "O", "H", "H", "O", "H", "H", "O", "H", "H", "O", "H", "H"], "coordinates": [[14.04, -6.44, 1.87], [14.71, -6.32, 2.54], [14.66, -6.33, 1.14], [13.89, -5.61, -3.70], [14.34, -6.03, -2.93], [14.60, -5.62, -4.37], [10.33, -2.80, 0.17], [10.60, -1.91, -0.12], [10.78, -3.39, -0.48], [15.78, -1.13, -2.53], [15.31, -0.62, -1.85], [16.14, -1.89, -2.06], [16.21, -6.33, 0.35], [16.32, -6.26, -0.62], [16.22, -7.26, 0.59], [11.37, -4.77, -1.31], [11.36, -5.22, -0.45], [10.69, -5.29, -1.76], [15.70, -1.60, 0.65], [14.83, -1.38, 0.93], [15.92, -2.42, 1.14], [13.58, -6.98, -1.28], [13.61, -7.59, -0.50], [13.87, -6.05, -1.00], [12.72, -1.68, -1.78], [13.32, -2.08, -2.47], [11.98, -1.20, -2.18], [13.77, -2.91, -3.76], [13.91, -3.90, -3.84], [14.37, -2.43, -4.32], [16.49, -3.71, -1.86], [16.40, -3.44, -2.78], [17.18, -3.16, -1.55], [12.70, -3.46, 2.18], [12.66, -2.65, 1.67], [13.21, -4.04, 1.65], [16.33, -6.22, -2.32], [16.51, -5.32, -2.05], [17.14, -6.43, -2.82], [16.18, -3.92, 2.05], [16.87, -4.10, 2.69], [16.13, -4.65, 1.41], [11.54, -5.75, 1.29], [12.45, -6.08, 1.28], [11.50, -5.04, 1.92], [11.26, -4.18, -3.96], [11.83, -3.40, -4.06], [11.45, -4.62, -3.12], [13.98, -4.51, -0.75], [13.26, -4.18, -1.25], [14.78, -4.01, -1.00]]}

{"formula": "H35O17", "method": "the ωB97M-V functional and the def2-TZVPD basis", "charge": 1, "total_energy_ha": -1299.72216, "gap_ev": 10.580, "homo_ev": -13.6, "lumo_ev": -3.0105, "symbols": ["O", "H", "H", "O", "H", "H", "O", "H", "H", "O", "H", "H", "O", "H", "O", "H", "H", "O", "H", "H", "O", "H", "H", "O", "H", "H", "O", "H", "H", "O", "H", "H", "O", "H", "H", "O", "H", "H", "O", "H", "H", "O", "H", "H", "O", "H", "H", "O", "H", "H", "H", "H"], "coordinates": [[0.44, -3.64, 1.44], [1.76, 0.20, 2.35], [-0.07, -3.52, 2.30], [2.93, 0.54, -3.00], [1.27, -3.31, -0.04], [-1.03, -1.68, 2.92], [2.36, 1.81, -0.21], [1.62, 1.37, 0.21], [3.02, 1.63, 0.47], [0.42, 2.69, -2.78], [0.37, 3.61, -3.12], [-4.07, 0.91, -1.56], [-1.10, 2.47, -0.56], [-4.43, 2.03, 1.15], [-1.55, 0.34, -1.65], [-1.67, 1.60, -0.64], [-2.57, -1.45, 0.94], [-0.44, -2.04, 3.65], [-0.76, 0.41, -2.21], [-0.92, -2.30, 4.45], [-3.93, 1.97, 1.98], [-0.55, 2.52, -1.54], [-4.68, 2.03, 2.58], [2.29, -2.46, -3.49], [-4.04, -0.93, 1.00], [1.82, -2.62, -2.64], [-1.64, -1.22, 0.78], [-1.25, -0.45, -1.16], [-1.10, -1.97, 0.53], [4.31, 0.22, 0.71], [4.97, 0.74, 1.19], [3.78, -0.24, 1.44], [1.71, -3.21, -0.91], [-4.42, -0.60, -0.32], [2.64, -3.34, -0.71], [-0.84, 3.44, 2.53], [-1.52, 3.35, 3.19], [-0.18, 2.78, 2.40], [2.60, -0.10, 2.74], [2.23, -0.77, 3.34], [2.66, 0.56, -3.94], [-3.51, 1.05, -0.79], [-3.48, 2.02, -0.87], [3.41, -0.27, -2.78], [-4.50, -1.40, 0.29], [1.42, 2.58, -2.93], [1.35, -3.85, 1.60], [0.80, -0.28, -1.06], [1.46, -0.98, -1.02], [1.26, 0.30, -1.74], [-0.20, 1.95, -0.43], [1.53, -2.49, -4.07]]}

{"formula": "H35O17", "method": "the ωB97M-V functional and the def2-TZVPD basis", "charge": 1, "total_energy_ha": -1299.82309, "gap_ev": 10.233, "homo_ev": -13.0, "lumo_ev": -2.8104, "symbols": ["O", "H", "H", "O", "H", "H", "O", "H", "H", "O", "H", "H", "O", "H", "O", "H", "H", "O", "H", "H", "O", "H", "H", "O", "H", "H", "O", "H", "H", "O", "H", "H", "O", "H", "H", "O", "H", "H", "O", "H", "H", "O", "H", "H", "O", "H", "H", "O", "H", "H", "H", "H"], "coordinates": [[0.53, -0.36, -3.41], [-0.18, -0.91, -3.74], [1.36, -0.76, -3.78], [0.33, -1.96, -0.71], [-0.03, -1.21, 0.73], [-0.45, -2.50, -0.97], [-4.31, 1.81, 0.97], [-4.51, 2.75, 0.91], [-4.75, 1.43, 0.21], [0.85, 2.52, 1.70], [1.69, 2.11, 1.92], [-0.07, 3.51, -0.02], [-3.50, -1.91, -0.84], [0.41, 3.09, -4.60], [-2.33, -1.02, 1.59], [-2.88, -1.42, 2.26], [-2.79, -1.18, 0.75], [2.81, 3.12, -1.88], [2.09, 3.48, -1.33], [2.48, 3.24, -2.77], [-0.07, 3.42, -3.84], [-3.00, -2.69, -1.11], [0.30, 2.97, -3.07], [-0.21, 0.81, 3.61], [-0.38, -3.30, 3.96], [-0.34, 0.28, 2.82], [2.42, 0.58, 3.42], [2.62, 0.48, 4.36], [1.61, 1.12, 3.44], [-1.49, -4.01, -0.54], [-1.15, -4.78, -0.97], [-1.15, -3.89, 0.35], [0.38, -0.95, 1.63], [-0.06, -1.62, 2.20], [1.43, -1.24, 1.58], [-0.22, 0.89, -1.38], [0.65, 0.67, -1.67], [-0.93, 0.86, -2.02], [2.68, -1.59, -4.42], [3.51, -1.16, -4.27], [-1.58, -3.65, 2.98], [0.20, 4.06, -0.76], [0.75, 4.76, -0.43], [0.29, -1.15, -1.25], [-0.72, -3.23, 3.07], [0.38, 2.04, 1.09], [2.46, -2.51, -4.55], [2.77, -1.58, 1.95], [3.30, -1.75, 1.16], [3.11, -0.74, 2.35], [-4.43, -2.12, -0.94], [-0.92, 1.44, 3.61]]}